Molecular formula: C25H64BaO27S8
Method: DFT, the ωB97M-V functional and the def2-TZVPD basis

The geometry in XYZ format:
```
125
Properties=species:S:1:pos:R:3:forces:R:3:mulliken_charge:R:1
Ba -0.1674 0.4933 -0.3140 -0.04 2.00 -0.37 -0.33
C -0.2935 3.6030 0.0415 -1.23 0.32 0.98 0.51
O -0.5664 4.7041 0.4737 -0.90 4.38 0.82 -0.91
O -0.9206 3.0894 -0.9118 -1.56 -2.12 -3.60 -0.66
O 0.4956 2.8840 0.6892 3.71 -3.69 1.75 -0.69
O -2.8594 0.9215 0.6800 -0.85 0.49 0.54 0.08
S -3.9334 1.7005 1.2670 -1.64 1.11 1.44 1.00
O -5.3179 1.2407 1.1932 1.85 -0.12 -0.11 -0.69
O -3.6811 1.9129 2.8696 -2.12 -1.07 -1.87 -0.45
C -2.4152 2.2247 3.3515 1.68 0.37 0.56 1.39
C -2.5263 3.3104 4.4243 0.28 -0.33 -0.22 -1.52
C -3.9149 3.4259 0.7892 0.98 -0.40 0.17 -0.58
H -1.7378 2.4472 2.5271 0.12 0.56 0.03 -0.40
H -1.9978 1.3194 3.7922 0.02 -0.11 0.19 0.00
H -3.1008 4.1828 4.1130 0.03 -0.10 -0.21 0.35
H -1.5205 3.6364 4.6896 -0.06 0.00 -0.03 0.30
H -2.9973 2.8820 5.3090 -0.10 0.07 0.04 0.36
H -4.5103 4.0685 1.4377 -0.65 -0.70 -0.07 0.43
H -4.1666 3.4883 -0.2695 0.29 0.15 0.15 0.16
H -2.9024 3.7487 1.0314 0.51 0.15 -0.85 0.02
O -1.5799 0.5542 -2.6813 -1.53 0.23 -0.13 -0.48
S -2.8042 0.6003 -3.4363 0.10 -0.07 -1.41 0.62
O -3.1601 -0.5949 -4.1950 -0.07 1.36 0.88 -0.61
O -4.0890 0.9898 -2.4442 3.16 -0.22 0.18 0.20
C -5.2983 1.2952 -3.0661 -1.85 -0.73 -0.96 -0.44
C -6.4570 1.1188 -2.0861 0.55 -0.24 0.79 -1.16
C -2.7116 2.0300 -4.6639 -0.82 -1.28 1.42 -1.21
H -5.4437 0.5392 -3.8378 -0.12 0.14 -0.44 0.46
H -5.2722 2.2826 -3.5270 -0.03 0.13 0.16 0.30
H -6.3693 0.1576 -1.5797 0.22 -0.24 -0.15 0.18
H -7.4439 1.0865 -2.5477 0.19 0.47 -0.25 0.40
H -6.4090 1.8181 -1.2514 -0.20 0.31 -0.23 0.27
H -2.5508 2.9409 -4.0873 0.10 -0.09 -0.07 0.28
H -3.7022 1.9887 -5.1167 0.17 0.29 -0.19 0.49
H -1.9407 1.8137 -5.4037 0.03 -0.14 0.35 0.42
O 0.4360 -1.9848 0.8486 1.46 -2.71 2.56 0.10
S 0.8287 -2.8759 1.9697 0.71 0.52 -0.27 1.01
O 1.2333 -4.2848 1.7951 -0.86 2.74 -0.02 -0.72
O 2.0532 -2.0602 2.7500 -3.05 1.13 -1.85 0.09
C 2.7966 -2.6307 3.7882 1.21 -2.67 -1.40 -0.49
C 3.8934 -3.3451 2.9722 1.63 -0.36 2.04 -0.97
C -0.4719 -2.7501 3.1892 -0.07 -0.09 0.08 -0.98
H 2.2170 -3.4143 4.2762 -0.13 0.28 0.56 0.39
H 3.1757 -1.8750 4.4761 -0.33 0.11 -0.20 0.25
H 4.4129 -2.6269 2.3378 -0.45 -0.34 -0.43 0.03
H 3.6041 -4.3006 2.5349 -0.61 0.69 -0.68 0.35
H 4.6770 -3.7244 3.6281 0.29 0.23 0.56 0.50
H -0.4166 -3.5094 3.9693 0.46 -0.02 -0.15 0.44
H -1.4316 -2.8963 2.6934 0.16 0.17 -0.25 0.29
H -0.3692 -1.7522 3.6155 -0.17 0.01 -0.14 0.07
O 4.1285 -2.0115 -0.0283 -0.24 2.16 -0.02 -0.71
S 3.8479 -0.5871 -0.2120 -1.44 0.22 -1.23 0.58
O 2.4645 -0.0956 -0.0257 3.26 -0.81 0.04 0.88
O 4.8097 0.3147 0.7701 -2.86 -0.74 -1.08 0.10
C 6.0978 -0.1457 0.9724 2.37 1.00 0.60 0.06
C 6.7688 0.9792 1.7469 0.22 0.20 1.04 -1.42
C 4.4755 -0.0264 -1.8882 0.02 -0.44 1.79 -1.10
H 6.6658 -0.2419 0.0471 -0.26 -0.47 -0.27 0.30
H 6.1526 -1.0543 1.5720 -0.25 -0.15 -0.25 0.17
H 6.8724 1.9589 1.2806 -0.07 -0.33 -0.72 0.32
H 7.7564 0.6714 2.0906 0.04 -0.05 -0.05 0.43
H 6.1803 1.2139 2.6338 -0.06 -0.27 0.22 0.31
H 3.6899 -0.1859 -2.6268 0.21 -0.20 0.16 0.27
H 5.3696 -0.6435 -1.9775 -0.22 -0.13 -0.56 0.57
H 4.7893 1.0151 -1.8180 -0.38 0.02 0.12 0.13
O -2.3356 -3.9757 0.3242 0.14 0.72 -1.01 -0.76
S -2.6665 -2.8127 -0.4744 -1.56 2.17 0.46 0.49
O -1.7356 -1.6999 -0.6453 -1.31 -2.58 -0.52 0.69
O -3.2387 -3.2729 -1.9639 1.46 0.59 2.12 0.17
C -4.4550 -4.0122 -1.9635 -0.70 -1.11 -0.80 -0.30
C -4.5388 -4.7084 -3.3254 -0.59 0.73 0.01 -1.23
C -4.1520 -2.0002 0.2792 1.25 -1.35 -0.82 -1.00
H -5.2723 -3.3293 -1.7319 -0.13 0.04 -0.54 0.28
H -4.5825 -4.8450 -1.2719 1.00 0.29 0.81 0.36
H -3.5768 -5.1039 -3.6515 0.03 0.10 0.23 0.24
H -4.9064 -3.9964 -4.0643 0.10 -0.19 -0.22 0.30
H -5.2371 -5.5409 -3.2390 -0.07 0.05 -0.16 0.43
H -3.8014 -1.7780 1.2871 -0.30 0.10 -0.08 0.36
H -4.9124 -2.7802 0.2403 -0.19 0.40 0.41 0.67
H -4.3862 -1.1084 -0.3021 0.04 -0.10 0.14 -0.16
O 2.7790 -2.4803 -2.9001 -3.18 -0.08 0.51 -0.71
S 1.3479 -2.6442 -2.5615 -0.07 0.07 -1.19 0.98
O 0.4817 -1.5107 -2.1719 2.14 -2.21 -1.06 0.18
O 0.6238 -3.4083 -3.9177 2.83 1.59 1.61 -0.50
C -0.7605 -3.3836 -4.0495 -1.83 0.99 0.68 1.09
C -1.1155 -4.0474 -5.3408 -0.18 -1.49 -0.22 -1.67
C 1.1978 -4.0415 -1.4207 0.31 0.42 -0.94 -0.68
H -1.2465 -2.4088 -4.0094 0.76 0.69 -0.28 -0.21
H -1.2138 -3.8029 -3.1513 -0.12 -0.90 -0.19 -0.12
H -0.4764 -3.7951 -6.1870 -0.01 0.52 0.21 0.39
H -2.1618 -3.9143 -5.6157 0.04 0.31 0.09 0.38
H -0.9845 -5.1231 -5.2229 0.03 -0.23 -0.07 0.41
H 0.1649 -4.0564 -1.0728 0.28 -0.06 0.30 -0.05
H 1.9867 -4.0005 -0.6698 -0.41 0.39 0.16 0.19
H 1.4229 -4.8909 -2.0656 -0.18 -0.03 0.03 0.61
O 2.2697 2.3772 -4.8242 -0.17 0.41 2.95 -0.70
S 1.9470 2.7440 -3.4274 -0.39 -0.35 -0.82 0.96
O 1.3980 1.7172 -2.5066 1.35 2.13 -1.92 -0.27
O 3.3410 3.3682 -2.7557 -1.86 -1.05 -1.82 -0.40
C 3.2633 4.0374 -1.4869 0.59 -0.45 0.28 0.24
C 4.7094 4.4284 -1.2160 -0.23 0.42 0.41 -1.42
C 0.8741 4.2658 -3.5466 0.32 -0.79 0.87 -0.64
H 2.9334 3.3233 -0.7324 -0.29 0.05 0.09 -0.06
H 2.5436 4.8548 -1.5326 0.24 0.14 0.09 0.49
H 5.3645 3.5584 -1.2602 -0.13 -0.13 0.06 0.22
H 4.7581 4.8495 -0.2118 0.11 0.01 0.07 0.40
H 5.1238 5.1672 -1.9019 -0.28 0.01 -0.14 0.40
H -0.0396 4.1253 -4.1241 0.27 -0.71 -0.02 0.25
H 1.4240 5.0858 -4.0086 0.36 -0.29 0.20 0.41
H 0.5643 4.4564 -2.5191 -0.10 0.21 0.07 -0.01
O 0.2624 0.4782 2.3619 1.05 1.18 3.05 0.15
S 0.9930 1.3006 3.3597 0.41 1.48 -1.13 0.45
O 0.5376 2.6198 3.8090 0.38 -2.61 -0.66 -0.70
O 1.2370 0.3759 4.7125 0.16 0.91 -0.78 0.00
C 1.3173 1.1338 5.9591 -1.06 0.66 0.85 -0.07
C 1.5433 0.1509 7.0783 -0.42 -0.20 -0.33 -1.29
C 2.7159 1.3829 2.7780 -0.81 0.32 0.33 -0.25
H 0.3707 1.6678 6.0419 -0.20 -0.31 0.24 0.20
H 2.0186 1.9573 6.0937 0.73 -0.21 -1.23 0.39
H 1.4552 0.5963 8.0693 -0.06 0.30 -0.16 0.45
H 2.5481 -0.2656 7.0080 -0.17 -0.36 -0.05 0.29
H 0.7433 -0.5827 6.9782 0.37 -0.49 0.26 0.27
H 2.9616 0.3242 2.6948 0.38 0.30 -0.21 -0.34
H 3.3344 1.9643 3.4618 -0.21 -0.46 0.61 0.58
H 2.7964 1.9745 1.8661 -0.71 -0.50 -0.35 -0.11
```
Forces are in eV/Å.

The value obtained for the molar mass is 1190.6 g/mol. The energy above the lowest of the compared OMol25 structures with the same formula, charge and spin is 497.7 kJ/mol. Its HOMO energy is -5.231 eV. The value obtained for the gap between HOMO and LUMO is 5.38 eV.